{"formula": "C57H76BrKNOP2Si", "method": "ωB97M-V/def2-TZVPD", "molar_mass_g_mol": 1000.28, "relative_energy_kcal_mol": 16.2, "energy_ha": -6493.79572, "total_charge": -1, "homo_energy_ev": -2.8, "e_lumo_ha": 0.0652, "species": ["K", "C", "Si", "C", "C", "C", "C", "C", "C", "P", "C", "C", "C", "C", "C", "C", "C", "C", "C", "C", "C", "C", "C", "C", "C", "C", "C", "C", "P", "C", "C", "C", "C", "C", "C", "C", "C", "C", "C", "C", "C", "H", "H", "H", "H", "H", "H", "H", "H", "H", "H", "H", "H", "H", "H", "H", "H", "H", "H", "H", "H", "H", "H", "H", "H", "H", "H", "H", "H", "H", "H", "H", "H", "H", "H", "H", "H", "H", "H", "H", "H", "H", "H", "H", "H", "H", "H", "H", "H", "H", "H", "H", "H", "H", "H", "H", "C", "C", "C", "C", "C", "H", "H", "H", "H", "H", "C", "C", "C", "C", "C", "C", "C", "O", "C", "C", "C", "H", "H", "H", "H", "H", "H", "H", "H", "H", "H", "H", "H", "Br", "C", "C", "C", "N", "C", "C", "H", "H", "H", "H"], "positions_angstrom": [[3.4110, -0.9306, -0.7461], [2.6143, 1.2116, -2.8275], [1.1263, 1.2007, -1.5652], [-0.1656, 1.7207, -2.9171], [-0.1495, 3.0088, -3.4617], [-0.8143, 3.3202, -4.6350], [-1.5079, 2.3293, -5.3144], [-1.5629, 1.0493, -4.7921], [-0.9243, 0.7340, -3.5872], [-1.0001, -0.9613, -2.8669], [-2.8726, -1.2461, -2.7927], [-3.8392, -1.0060, -3.9526], [-5.2148, -1.6029, -3.5971], [-5.5350, -1.4526, -2.0998], [-4.8532, -0.2059, -1.5428], [-3.3228, -0.3530, -1.6160], [-0.2265, -1.9319, -4.2951], [-1.0321, -2.4318, -5.4995], [-1.9084, -3.6459, -5.1889], [-1.0829, -4.7763, -4.5774], [-0.3506, -4.2655, -3.3412], [0.5685, -3.1022, -3.6976], [1.4557, 2.8310, -0.5844], [2.4511, 3.7580, -0.9073], [2.8099, 4.7768, -0.0359], [2.2052, 4.8693, 1.2094], [1.2060, 3.9673, 1.5560], [0.7980, 2.9822, 0.6566], [-0.6096, 1.8320, 0.9710], [-0.0008, 1.0297, 2.5637], [-0.3306, 1.5967, 3.9479], [-1.7762, 1.3497, 4.3784], [-2.1020, -0.1407, 4.3087], [-1.8455, -0.6566, 2.8943], [-0.3763, -0.4575, 2.5284], [-2.0095, 3.0530, 1.3583], [-1.8850, 4.2238, 2.3367], [-3.2135, 4.9850, 2.4374], [-3.6620, 5.4980, 1.0699], [-3.7639, 4.3360, 0.0839], [-2.4190, 3.6175, -0.0117], [2.5070, 2.0052, -3.5759], [3.5693, 1.3595, -2.3177], [2.6591, 0.2625, -3.3717], [0.4224, 3.7844, -2.9598], [-0.7690, 4.3249, -5.0413], [-2.0009, 2.5520, -6.2542], [-2.0891, 0.2853, -5.3474], [-2.9596, -2.3001, -2.4934], [-3.9342, 0.0689, -4.1159], [-3.4898, -1.4536, -4.8828], [-5.9854, -1.1031, -4.1911], [-5.2352, -2.6623, -3.8688], [-6.6161, -1.3995, -1.9509], [-5.1775, -2.3270, -1.5477], [-5.1755, 0.6600, -2.1284], [-5.1636, -0.0298, -0.5102], [-2.8750, 0.6355, -1.7443], [-2.9325, -0.7532, -0.6761], [0.4943, -1.1910, -4.6585], [-1.6354, -1.6310, -5.9311], [-0.3061, -2.7274, -6.2677], [-2.6942, -3.3708, -4.4801], [-2.3934, -3.9844, -6.1096], [-1.7361, -5.6141, -4.3155], [-0.3559, -5.1410, -5.3109], [-1.0852, -3.9164, -2.6080], [0.2250, -5.0700, -2.8760], [1.1011, -2.7694, -2.8058], [1.3178, -3.4420, -4.4216], [2.9702, 3.6745, -1.8571], [3.5699, 5.4982, -0.3171], [2.4961, 5.6508, 1.9032], [0.7527, 4.0363, 2.5374], [1.0797, 1.0978, 2.4275], [0.3266, 1.0905, 4.6627], [-0.0921, 2.6620, 3.9978], [-1.9171, 1.7268, 5.3962], [-2.4635, 1.8961, 3.7274], [-1.4475, -0.6816, 5.0029], [-3.1374, -0.3282, 4.6068], [-2.1041, -1.7153, 2.8199], [-2.4733, -0.1044, 2.1838], [0.2363, -0.9936, 3.2651], [-0.1664, -0.8712, 1.5392], [-2.8260, 2.4011, 1.7002], [-1.5986, 3.8817, 3.3331], [-1.1182, 4.9136, 1.9779], [-3.9841, 4.3187, 2.8415], [-3.1056, 5.8221, 3.1342], [-4.6219, 6.0152, 1.1576], [-2.9277, 6.2185, 0.6948], [-4.5221, 3.6291, 0.4390], [-4.0784, 4.6928, -0.9006], [-2.4661, 2.8148, -0.7493], [-1.6503, 4.3207, -0.3519], [4.9664, -3.3067, -0.7287], [5.9156, -2.3298, -1.0766], [5.6096, -1.8703, -2.3691], [4.4735, -2.5611, -2.8183], [4.0728, -3.4481, -1.8020], [4.9572, -3.8904, 0.1848], [6.7667, -2.0279, -0.4782], [6.1858, -1.1557, -2.9426], [4.0225, -2.4679, -3.7981], [3.2557, -4.1573, -1.8552], [3.2120, -1.1073, 7.3563], [3.5750, -0.5709, 6.0019], [3.7103, 0.7943, 5.7788], [3.9401, 1.3056, 4.5136], [4.0597, 2.8000, 4.3494], [4.0222, 0.4278, 3.4100], [4.1378, 0.9984, 2.0740], [4.0726, 0.4029, 1.0158], [3.9601, -0.9676, 3.6349], [4.1340, -1.9823, 2.5391], [3.7414, -1.4308, 4.9234], [3.4675, -0.4014, 8.1457], [3.7139, -2.0554, 7.5500], [2.1353, -1.2892, 7.3994], [3.6080, 1.4773, 6.6153], [3.9118, 3.2951, 5.3079], [3.3160, 3.1837, 3.6486], [5.0462, 3.0778, 3.9742], [4.2870, 2.0880, 2.0331], [4.8717, -1.6706, 1.8044], [3.1935, -2.1385, 2.0039], [4.4439, -2.9347, 2.9690], [3.6921, -2.5012, 5.0942], [-2.9594, -6.4904, 1.9521], [-1.6129, -5.2831, 1.3579], [-1.9670, -4.1289, 0.6830], [-0.9418, -3.2857, 0.2795], [0.3443, -3.5337, 0.5011], [0.6585, -4.6468, 1.1521], [-0.2808, -5.5606, 1.6106], [-3.0029, -3.8785, 0.5016], [-1.1559, -2.3539, -0.2377], [1.7171, -4.8170, 1.3204], [0.0162, -6.4402, 2.1632]], "mulliken_charge": [1.629, -1.645, 1.060, 1.218, -0.638, -0.928, -1.071, -0.756, -0.207, 0.117, 0.716, -1.114, -0.975, -0.824, -0.886, 0.001, 0.265, -1.511, 0.040, -1.346, 0.195, -0.641, 0.836, -0.191, -0.961, -1.124, -0.722, -0.750, -0.007, 1.093, -1.313, -0.416, -1.164, -0.036, -0.756, -0.049, -0.428, -0.908, -0.837, -0.885, -0.336, 0.485, 0.444, 0.102, 0.255, 0.382, 0.385, 0.265, 0.556, 0.537, 0.301, 0.463, 0.266, 0.509, 0.243, 0.406, 0.520, -0.397, -0.234, 0.639, 0.303, 0.551, -0.188, 0.422, 0.490, 0.405, -0.312, 0.457, -0.177, 0.576, 0.355, 0.363, 0.385, 0.605, -0.493, 0.508, 0.321, 0.393, 0.078, 0.365, 0.478, 0.375, -0.078, 0.588, -0.052, 0.694, 0.022, 0.427, 0.343, 0.417, 0.449, 0.338, 0.344, 0.411, -0.413, 0.354, -0.772, -0.530, -0.858, -0.500, -0.578, 0.524, 0.465, 0.418, 0.449, 0.475, -1.573, 0.710, -0.908, 1.168, -1.754, 0.791, -0.797, -0.307, 1.235, -1.335, -1.067, 0.384, 0.382, 0.273, 0.294, 0.379, 0.199, 0.399, 0.260, 0.279, 0.072, 0.464, 0.392, -0.202, -0.248, -0.626, -0.310, 0.390, -0.654, -0.623, 0.704, 0.674, 0.462, 0.423]}